Below is a cluster of 7 separate species, C20H59N5O7 in total at a distorted geometry, with properties calculated with ωB97M-V/def2-TZVPD.

As for the gap between HOMO and LUMO: 9.414 eV. The molecular weight is 481.7 Da. Its SMILES is COC[C@H](C)N.COC[C@H](C)N.COC[C@H](C)N.COC[C@H](C)N.COC[C@H](C)N.O.O. The calculation puts the HOMO energy at -8.772 eV. Its relative energy (zero: lowest compared OMol25 entry of this formula, charge and spin) is 191.9 kJ/mol.

Each line ends with the Löwdin charge.
Positions of all 91 atoms, in Å:
O 11.13300 14.36187 10.76576  -0.0694
O 8.37043 14.95198 8.29650  -0.1728
O 16.37518 10.13130 12.35188  -0.1720
O 11.97152 7.52246 9.05932  -0.1922
O 15.40060 16.18275 9.84093  -0.1859
O 13.04229 12.34289 10.58751  -0.0701
O 15.84139 10.85226 7.58561  -0.2275
N 9.54044 12.44950 9.56823  0.0235
N 16.18025 8.26074 9.07964  0.0417
N 17.89744 13.61924 8.59965  0.0468
N 9.37561 8.22521 11.53025  0.0352
N 13.45579 9.33924 6.26050  0.0556
C 11.43386 9.60646 11.32172  -0.0673
C 14.54845 11.33110 7.24190  -0.1717
C 7.16701 15.45658 8.86890  -0.1060
C 16.65283 8.60872 10.40260  -0.4293
C 10.49336 8.58489 10.69509  -0.4341
C 11.22523 7.28274 10.19951  -0.2182
C 18.11920 9.00653 10.26415  -0.0461
C 9.36892 11.32949 7.50267  -0.0816
C 14.47918 16.16279 10.93036  -0.1138
C 15.81989 9.69016 11.09883  -0.1732
C 15.55183 11.01284 13.06160  -0.1242
C 16.85284 10.90737 6.59972  -0.0961
C 12.68234 11.51576 5.43957  -0.0474
C 16.10976 14.88699 9.78488  -0.1622
C 13.84057 10.70819 6.03252  -0.4404
C 13.17077 6.77492 9.03643  -0.1046
C 9.50064 12.72151 8.10027  -0.3389
C 8.22112 13.63993 7.82903  -0.1969
C 17.13242 14.87215 8.58411  -0.4059
C 16.43213 14.96430 7.23391  -0.0620
H 10.51758 6.49998 9.92632  0.1251
H 11.90406 9.17326 12.20453  0.0784
H 13.67187 15.44266 10.79706  0.0617
H 13.07933 12.42953 4.99737  0.0743
H 14.74529 12.34087 6.88173  0.0938
H 8.03006 13.64452 6.75591  0.1240
H 13.78170 6.98791 9.91364  0.0702
H 7.39559 13.16664 8.36064  0.1155
H 16.75909 7.59736 8.58469  0.0806
H 13.19743 9.17947 7.22373  0.0541
H 14.23576 8.71991 6.09264  0.0674
H 15.83076 15.85133 7.03483  0.0756
H 8.61826 8.01253 10.89678  0.0693
H 14.59012 10.63266 5.24476  0.1200
H 12.50383 13.08250 10.30598  -0.0187
H 11.88229 6.99164 11.01905  0.1198
H 10.12763 11.64960 9.75655  0.0501
H 17.04716 14.87797 6.33814  0.0770
H 16.31096 7.72957 10.94879  0.1317
H 6.21998 15.16058 8.41766  0.0848
H 9.55679 7.33775 11.97711  0.0666
H 17.79936 15.70031 8.82380  0.1353
H 18.55564 9.15395 11.25202  0.0730
H 15.82287 10.48707 10.35517  0.1154
H 8.71159 12.00542 9.93688  0.0928
H 18.65994 8.17543 9.81140  0.0734
H 12.92811 12.31071 11.53733  0.0337
H 15.65957 14.19760 7.17548  0.0505
H 7.22400 16.53854 8.98815  0.0884
H 10.05354 9.05327 9.81459  0.1172
H 13.02119 5.69541 9.05602  0.0885
H 14.53922 10.62050 13.15538  0.0742
H 16.60050 10.32380 5.71436  0.0835
H 10.60949 13.66564 10.36897  -0.0400
H 15.80253 11.01509 14.12238  0.0868
H 18.32949 13.59858 9.51234  0.0666
H 12.27488 9.89909 10.69311  0.0573
H 10.34806 13.30758 7.74459  0.1330
H 16.58237 14.61918 10.72988  0.1136
H 13.83253 11.52885 8.03969  0.1252
H 10.86896 10.50478 11.57073  0.0675
H 13.65500 7.16849 8.14272  0.0673
H 18.21945 9.90435 9.65425  0.0768
H 14.78349 9.40887 11.28552  0.1110
H 17.76373 10.45704 6.99414  0.0895
H 11.27598 14.98853 10.05648  0.0406
H 15.53084 12.02892 12.66758  0.0843
H 9.13207 11.37360 6.43963  0.0787
H 15.38298 14.09663 9.59718  0.1061
H 17.25130 12.84410 8.55768  0.0435
H 16.08597 9.09439 8.51730  0.0341
H 8.60051 10.73681 7.99903  0.0782
H 17.15164 11.92260 6.33869  0.0823
H 11.96658 11.94355 6.14156  0.0500
H 10.20973 10.64597 7.62076  0.0711
H 12.13670 10.92046 4.70746  0.0816
H 15.01036 16.01822 11.87113  0.0865
H 13.90156 17.08623 10.97174  0.0847
H 7.04526 15.08320 9.88569  0.0838


Below is a cluster of 9 separate species, C20H59NO9 in total at a distorted geometry, with properties calculated with ωB97M-V/def2-TZVPD.

The spin multiplicity is 2. Its expectation value of S² is 0.750. Its net charge is -1. As for the gap between HOMO and LUMO (alpha / beta): 1.717 / 9.490 eV. The molecular weight is 457.7 Da. The calculation puts the HOMO energy (alpha / beta) at 0.469 / -7.332 eV.

Each line ends with the Löwdin charge.
Positions of all 89 atoms, in Å:
O 3.51560 3.53276 3.36724  -0.1068
O -1.16379 1.89432 4.16078  -0.0951
O -3.24112 2.97848 0.12536  -0.0789
O 0.80751 3.06408 2.67266  -0.0913
O 0.85117 -4.61546 1.58715  -0.3126
O -0.12082 -2.18735 0.30565  -0.1193
O 6.37813 -3.02178 -1.77341  -0.0955
O -2.90974 -2.22872 -0.23886  -0.0882
O -0.69623 1.51402 -3.30347  -0.1755
N -3.52928 0.97634 -5.70938  0.0309
C -0.65090 0.63122 4.52205  -0.3023
C -1.79736 -0.39064 4.62098  -0.0882
C 0.88814 -5.77872 0.75417  -0.3891
C -3.45745 1.57439 0.22424  -0.3127
C -3.03908 1.12917 1.60377  -0.0877
C -2.15791 1.48218 -5.27200  -0.3881
C 5.63877 -2.18566 -2.57088  -0.4049
C 0.22272 -1.27507 1.30734  -0.3038
C -4.92800 -2.06348 -1.67394  -0.0650
C -1.96530 1.13997 -3.74445  -0.2202
C -0.44206 -5.80999 -0.10219  -0.1188
C -0.51738 1.34687 -1.93042  -0.0991
C 4.35126 2.35943 3.25037  -0.3140
C 1.57970 3.50076 0.44785  -0.0607
C 0.32716 3.28952 1.38607  -0.2899
C -3.39909 -1.79548 -1.48803  -0.3263
C 1.63342 -0.67339 1.00165  -0.0882
C 5.80755 2.71313 3.43651  -0.0975
C -2.04399 2.93291 -5.58674  -0.0853
C 4.42551 -1.57051 -1.89017  -0.1037
H 6.20866 3.30526 2.61395  0.0708
H -1.39316 0.92153 -5.80953  0.1361
H -2.85299 3.56936 -5.22819  0.0792
H -2.41724 -0.12072 5.47597  0.0710
H 1.85687 -5.69288 0.26195  0.0705
H 2.61098 3.33925 3.11068  0.0149
H 1.30527 3.75036 -0.57708  0.0587
H 6.04471 3.11635 4.42103  0.0714
H -3.21847 -0.72055 -1.48447  0.0582
H -3.52392 -0.02596 -5.58501  0.0530
H -1.85975 2.01461 4.81099  0.0981
H -2.12918 0.09079 -3.49858  0.1063
H 3.84295 -1.16809 -2.71889  0.0662
H -0.97399 2.18675 -1.40675  0.0803
H -5.22781 -3.10109 -1.82085  0.0661
H -2.94554 1.04066 -0.57650  0.0708
H 2.44174 -1.40169 0.93593  0.0506
H 4.70617 -0.65696 -1.36600  0.0658
H 0.05003 2.61389 3.05366  0.0312
H -0.46387 -6.71005 -0.71661  0.0483
H -0.42580 -0.40097 1.24836  0.0898
H 0.23557 -1.76133 2.28278  0.1015
H 5.35067 -2.76575 -3.44758  0.0977
H -4.28399 1.38033 -5.17337  0.0557
H 0.95365 -6.65847 1.39437  0.0718
H -0.01611 0.34135 3.68472  0.0936
H -2.04944 1.54134 1.80084  0.0454
H -2.76852 1.65760 -3.22004  0.1148
H -0.36384 4.13190 1.35416  0.1153
H -2.79041 -2.19916 -2.29713  0.1071
H -3.07542 3.18138 -0.79820  0.0644
H 0.55625 1.33950 -1.74236  0.0889
H 2.19657 2.60280 0.41260  0.0588
H 4.11541 1.86190 2.30966  0.0993
H -3.01955 0.03966 1.57753  0.0717
H 1.89648 0.00256 1.81528  0.0519
H -1.51628 -1.43915 4.52238  0.0651
H -2.06265 3.06271 -6.66882  0.0745
H 6.31786 -1.44478 -2.99283  0.1085
H -4.53024 1.38170 0.21478  0.1086
H 2.19360 4.31022 0.84284  0.0682
H 0.37025 -2.96717 0.57459  0.0392
H -1.06962 3.32617 -5.29682  0.0798
H -1.97263 -2.39972 -0.35797  0.0371
H -0.91813 0.37950 -1.62762  0.0850
H -0.07445 0.58530 5.44601  0.1109
H 6.40707 1.80311 3.41318  0.0661
H -5.40908 -1.62587 -0.79921  0.0667
H -0.48311 -4.99320 -0.82278  0.0478
H 5.83625 -3.79897 -1.61870  0.0744
H 3.92149 -2.25912 -1.21204  0.0627
H 1.71049 -0.09456 0.08127  0.0503
H -1.33746 -5.81454 0.51938  0.0631
H 4.00974 1.68535 4.03592  0.1009
H -2.41292 -0.31746 3.72442  0.0454
H 1.15904 -4.85046 2.46555  0.0020
H -0.16700 2.36513 1.08705  0.0856
H -3.65122 1.49661 2.42740  0.0827
H -5.26134 -1.49943 -2.54505  0.0576


Question: What is the formula in the first record?
Answer: C20H59N5O7


Question: Which of these has the lowest molecular weight?
Answer: C20H59NO9


Question: Which of these has the lowest molecular weight?
Answer: C20H59NO9